No. 1
Entry from OMol25: a molecular structure, C4H7BrNS in a non-equilibrium geometry (ωB97M-V/def2-TZVPD).

Results
2S+1: 3
F_max (eV/Å): 3.7
<S²>: 2.0117
Charge: +1
Lowest unoccupied orbital energy (spin up / spin down) (Eh): -0.146 / -0.289
HOMO energy (spin up / spin down) (hartree): -0.381 / -0.545
Gap between HOMO and LUMO (spin up / spin down) (eV): 6.3748 / 6.9478

Element x y z (Å)
C  1.49101  -0.12912  -1.13287
C  0.18338  -0.39621  -1.08303
C  0.56220  1.39469  0.69424
C  -1.00597  -0.90507  0.97776
N  -0.58333  0.12247  -0.01746
S  2.16940  0.74770  0.38282
Br  -0.79807  -1.34811  -2.35605
H  2.05754  -0.40315  -1.94995
H  0.25301  2.05297  -0.11903
H  0.33790  1.85369  1.69495
H  -0.19192  -1.06863  1.57060
H  -1.80547  -0.48454  1.44996
H  -1.28382  -1.81564  0.43612
H  -1.38587  0.37893  -0.54806

Atom charges from the Mulliken analysis, given in e for atoms 1 to 4:
1 C -0.4108
2 C 0.1405
3 C -0.5865
4 C -0.8588

***

No. 2
Entry from OMol25: C4H7Cl in the gas phase in a non-equilibrium geometry (ωB97M-V/def2-TZVPD).

Results
F_max (eV/Å): 2.6
Lowest unoccupied orbital energy (Eh): 0.037
HOMO energy (hartree): -0.361
Gap between HOMO and LUMO (eV): 10.8312

Element x y z (Å)
C  -0.91428  -0.24084  -1.14477
C  -0.05340  0.22303  -0.02513
C  0.17946  1.45504  0.38331
C  0.66189  -0.82614  0.89975
H  -0.40538  -0.18635  -2.09444
H  -1.30469  -1.19834  -0.91040
H  -1.71691  0.43570  -1.24533
H  0.77557  1.65813  1.28352
H  -0.32303  2.38760  -0.06570
H  1.55809  -0.36091  1.24290
H  -0.00187  -1.23144  1.72857
Cl  1.54453  -2.11548  -0.05225

Atom charges from the Mulliken analysis, given in e for atoms 1 to 4:
1 C -1.2821
2 C 0.7940
3 C -0.8936
4 C -0.6021

***

No. 3
Entry from OMol25: C4H7Cl in the gas phase in a non-equilibrium geometry (ωB97M-V/def2-TZVPD).

Results
F_max (eV/Å): 5.4
Lowest unoccupied orbital energy (Eh): 0.025
HOMO energy (hartree): -0.327
Gap between HOMO and LUMO (eV): 9.5709

Element x y z (Å)
C  1.59033  -0.30626  -0.42236
C  0.37530  0.30051  0.36266
C  -0.96022  0.63983  -0.03999
C  -1.74847  -0.48295  0.09158
H  2.20125  0.43624  -1.20130
H  1.34615  -1.02683  -1.05228
H  2.31189  -0.91510  0.35965
H  0.04824  -0.35431  1.18187
H  0.67292  1.49933  0.65009
H  -1.10631  1.80975  -0.45129
H  -1.31838  -1.56302  0.70703
Cl  -3.41271  -0.03719  -0.18563

Atom charges from the Mulliken analysis, given in e for atoms 1 to 4:
1 C -0.9168
2 C -0.3444
3 C 0.0286
4 C -0.3188

***

These records have relative energy (zero: lowest compared OMol25 entry of this formula, charge and spin) values of 224.8, 44.3, 390.9 kJ/mol, in the order they appear.